Version A
Below is a cluster of 15 separate species, C60H105N15 in total, with properties calculated with ωB97M-V with the def2-TZVPD basis set.

Values from the calculation:
* HOMO level: -11.1 eV
* M: 1036.6 g mol⁻¹
* charge: 0

```
180
Properties=species:S:1:pos:R:3:lowdin_charge:R:1
C 13.7640 13.6917 9.6870 -0.11
C 13.1243 13.0109 8.4732 -0.22
C 13.7549 11.5880 8.2750 -0.19
C 15.1554 11.6902 7.8718 -0.20
N 16.2668 11.9875 7.6508 0.17
H 14.8552 13.8578 9.6707 0.06
H 13.5844 13.1467 10.5780 0.05
H 13.2829 14.6645 9.8047 0.06
H 13.2249 13.5717 7.5013 0.12
H 12.0759 12.7431 8.6863 0.11
H 13.1445 11.0834 7.4825 0.13
H 13.6847 11.0427 9.1718 0.09
C 20.3749 16.4306 20.4254 -0.11
C 20.7683 16.3546 18.9632 -0.22
C 19.6531 15.6956 18.0289 -0.16
C 18.5903 16.6258 17.8201 -0.25
N 17.7975 17.3945 17.6344 0.20
H 19.3008 16.6008 20.4737 0.07
H 20.9232 17.2271 20.9719 0.08
H 20.5045 15.5036 21.0215 0.08
H 21.7325 15.8292 18.7738 0.12
H 20.8669 17.3361 18.5657 0.08
H 19.3198 14.7886 18.4274 0.07
H 20.0717 15.6210 17.0372 0.07
C 13.0833 20.4501 18.0445 -0.12
C 14.4421 20.0803 18.5364 -0.25
C 14.7284 18.5364 18.4023 -0.14
C 14.3397 18.1580 17.0369 -0.23
N 14.0565 17.8792 15.9522 0.18
H 12.9205 21.5381 18.0338 0.08
H 12.2400 20.0430 18.5531 0.07
H 13.0556 20.1429 16.9722 0.06
H 14.4676 20.2948 19.5879 0.10
H 15.1290 20.7531 18.0650 0.10
H 14.0546 18.0268 19.1557 0.14
H 15.8019 18.2731 18.5035 0.07
C 15.8271 11.5478 12.2780 -0.11
C 16.1880 10.0817 12.2272 -0.26
C 17.6629 9.8235 12.5136 -0.19
C 17.9881 10.0517 13.9241 -0.22
N 18.2473 10.0680 15.0279 0.19
H 16.3993 12.0637 13.0240 0.04
H 14.7046 11.5971 12.4556 0.10
H 16.0619 12.0619 11.3416 0.06
H 15.9201 9.6641 11.2287 0.12
H 15.6394 9.4741 12.9840 0.12
H 18.2913 10.5146 11.8886 0.10
H 18.0424 8.8272 12.3269 0.12
C 19.7767 13.7321 14.4480 -0.08
C 21.2924 13.7602 14.2880 -0.24
C 21.9503 15.0297 13.7787 -0.17
C 21.6402 16.1708 14.6619 -0.18
N 21.4457 17.0218 15.4420 0.17
H 19.3891 12.7242 14.6673 0.07
H 19.3633 14.2276 13.5997 0.04
H 19.3595 14.3363 15.2008 0.03
H 21.5556 12.9543 13.6408 0.09
H 21.6860 13.4733 15.2087 0.09
H 21.5192 15.1960 12.7703 0.10
H 23.0100 14.9972 13.5915 0.11
C 11.2287 20.6465 12.7364 -0.10
C 12.6035 20.1956 13.2372 -0.22
C 13.2539 19.1223 12.3101 -0.19
C 12.4646 18.0000 11.7799 -0.26
N 11.9215 17.1855 11.2228 0.16
H 11.3569 21.1397 11.7616 0.09
H 10.7854 21.3837 13.4138 0.08
H 10.4900 19.9085 12.7727 0.05
H 12.5185 19.8180 14.2543 0.08
H 13.2786 21.0356 13.2455 0.09
H 14.1399 18.6567 12.7313 0.08
H 13.6146 19.5881 11.3551 0.11
C 16.9059 16.3178 7.0324 -0.08
C 15.7730 15.8273 7.9890 -0.24
C 14.7002 16.8718 8.3848 -0.15
C 15.0472 17.6116 9.5921 -0.17
N 15.5432 18.0850 10.4973 0.21
H 17.4983 15.5261 6.7030 0.04
H 17.6381 16.9139 7.6547 0.07
H 16.5241 16.9222 6.1546 0.09
H 16.2012 15.3460 8.8809 0.09
H 15.3755 14.9475 7.5615 0.06
H 13.7270 16.3529 8.4351 0.11
H 14.5692 17.6012 7.6001 0.11
C 20.7368 12.7595 10.9147 -0.12
C 20.6490 12.6362 9.3801 -0.24
C 19.2501 12.0443 8.9077 -0.17
C 19.1275 10.5863 9.3753 -0.23
N 19.1655 9.4468 9.5171 0.14
H 20.6560 11.7829 11.3554 0.05
H 19.8088 13.3046 11.2540 0.06
H 21.7191 13.2436 11.1549 0.08
H 21.4272 11.9909 8.9464 0.11
H 20.7986 13.6227 8.8913 0.10
H 19.1465 11.9798 7.8338 0.09
H 18.4409 12.6476 9.3716 0.08
C 17.8360 20.5563 9.8033 -0.13
C 16.5462 21.1591 10.2996 -0.24
C 16.5168 21.2411 11.8990 -0.16
C 17.6733 22.0479 12.3761 -0.25
N 18.3755 22.9080 12.6624 0.16
H 17.9111 20.7941 8.7051 0.09
H 17.8771 19.4760 10.0312 0.05
H 18.7796 20.9817 10.2518 0.08
H 15.7402 20.4015 10.0575 0.08
H 16.3712 22.1250 9.9177 0.09
H 16.5932 20.2404 12.3230 0.08
H 15.6114 21.6869 12.3672 0.11
C 17.6828 20.4086 15.4023 -0.11
C 19.1099 20.3275 15.8153 -0.28
C 20.1553 20.8722 14.8607 -0.15
C 20.1851 19.9000 13.7395 -0.20
N 20.1452 19.2017 12.8321 0.18
H 17.4212 21.4358 15.0855 0.08
H 17.0794 19.9408 16.2198 0.08
H 17.5224 19.8537 14.5202 0.03
H 19.2697 19.2109 16.0209 0.11
H 19.2518 20.8662 16.7521 0.11
H 21.1041 20.8680 15.3550 0.11
H 19.9135 21.8338 14.4324 0.09
C 17.7553 10.8887 20.8666 -0.11
C 17.8867 9.7341 19.8983 -0.25
C 17.8483 10.1413 18.4071 -0.16
C 18.8271 11.2716 18.1839 -0.23
N 19.5471 12.1543 18.0943 0.15
H 18.3729 11.7323 20.7223 0.05
H 17.8133 10.5119 21.8673 0.07
H 16.7666 11.2893 20.7271 0.06
H 17.0313 9.0328 20.1100 0.13
H 18.7746 9.1639 20.0758 0.09
H 16.9127 10.5168 18.0834 0.06
H 18.1769 9.3683 17.7011 0.10
C 15.7170 15.7344 13.2279 -0.09
C 16.8305 16.5333 13.9475 -0.23
C 17.9463 17.0639 13.0394 -0.17
C 18.1934 16.1116 11.8882 -0.20
N 18.3114 15.3832 10.9980 0.17
H 14.8858 15.5338 13.9039 0.06
H 16.2094 14.8650 12.8211 0.04
H 15.4276 16.2709 12.3041 0.05
H 17.2740 15.9177 14.7801 0.10
H 16.3880 17.4211 14.3707 0.07
H 18.9155 17.2562 13.5205 0.08
H 17.6627 18.0001 12.6091 0.07
C 21.1230 16.8674 7.9518 -0.12
C 20.7758 17.3201 9.3482 -0.26
C 22.0309 17.8551 10.2065 -0.17
C 22.9369 16.7396 10.5780 -0.23
N 23.5686 15.7600 10.7135 0.14
H 20.1784 16.5696 7.4347 0.07
H 21.8194 16.0508 7.9766 0.06
H 21.6247 17.7209 7.4728 0.08
H 20.4900 16.4275 9.9646 0.08
H 19.9317 18.0701 9.3066 0.11
H 21.6072 18.1724 11.2529 0.09
H 22.5130 18.7575 9.8019 0.11
C 12.0196 14.8248 15.4301 -0.11
C 11.0597 15.8360 14.7564 -0.23
C 10.7467 17.0610 15.6550 -0.17
C 10.6157 16.7589 17.1332 -0.21
N 10.7441 16.5780 18.2735 0.13
H 12.4081 14.1017 14.6776 0.07
H 11.4459 14.2634 16.1639 0.07
H 12.8892 15.4212 15.7795 0.04
H 10.1155 15.3705 14.4878 0.10
H 11.5439 16.1459 13.8317 0.07
H 9.8115 17.4496 15.3834 0.08
H 11.4483 17.8687 15.5155 0.07
C 15.5434 11.8058 15.8429 -0.10
C 16.3193 13.1013 15.7351 -0.23
C 15.8059 14.1630 16.7102 -0.18
C 15.4052 13.5999 17.9775 -0.23
N 15.2777 13.1943 19.0478 0.17
H 15.6412 11.3717 16.8381 0.05
H 16.0501 11.0298 15.2535 0.04
H 14.5448 11.9915 15.6063 0.06
H 16.3837 13.4882 14.7308 0.07
H 17.3818 12.8602 16.0316 0.10
H 15.0069 14.7650 16.3266 0.08
H 16.5776 14.8857 16.9682 0.09
```

---

Version B
Below is a structure of composition C60H105N15, with properties calculated with ωB97M-V with the def2-TZVPD basis set.

Values from the calculation:
* HOMO level: -8.2 eV
* M: 1036.6 g mol⁻¹
* charge: 0

```
180
Properties=species:S:1:pos:R:3:lowdin_charge:R:1
C -34.8268 -3.3325 6.2093 -0.11
C -34.1420 -3.6787 7.5013 -0.17
C -34.5642 -5.0508 8.0685 -0.27
C -36.0173 -5.1731 8.3716 -0.08
N -37.1599 -5.2585 8.6042 0.05
H -35.9104 -3.4432 6.2493 0.06
H -34.4793 -3.9929 5.4148 0.06
H -34.7040 -2.3135 5.8424 0.08
H -34.3676 -2.8969 8.2265 0.07
H -33.0705 -3.6883 7.3015 0.13
H -34.0626 -5.2390 9.0177 0.11
H -34.2783 -5.8957 7.4420 0.01
C -36.2093 -4.7753 12.3022 -0.04
C -36.1911 -4.3226 10.7764 -0.18
C -35.1829 -3.2336 10.4451 -0.12
C -33.7470 -3.6182 10.6932 -0.14
N -32.6488 -3.9388 10.9048 0.19
H -36.5309 -3.9908 12.9872 0.06
H -35.2321 -5.1161 12.6442 0.06
H -36.8567 -5.6309 12.4940 0.05
H -37.1953 -3.9562 10.5629 0.09
H -36.0100 -5.1604 10.1031 0.04
H -35.4856 -2.3784 11.0494 0.13
H -35.2626 -2.9829 9.3873 0.08
C -41.2303 -4.2163 10.5104 -0.05
C -40.1048 -5.1438 10.0632 -0.29
C -38.9818 -4.5103 9.1943 -0.18
C -39.5761 -3.8862 8.0240 -0.18
N -40.0393 -3.3802 7.0753 0.17
H -41.7746 -4.6722 11.3374 0.09
H -41.9066 -3.9730 9.6909 0.05
H -40.7434 -3.3108 10.8725 0.09
H -40.6120 -5.9965 9.6119 0.04
H -39.6200 -5.6649 10.8886 0.08
H -38.3664 -5.3527 8.8786 -0.05
H -38.3165 -3.7827 9.6592 0.11
C -33.0139 -9.6788 8.9161 -0.10
C -32.5809 -10.6611 9.9813 -0.19
C -33.7128 -11.2856 10.8577 -0.12
C -34.6267 -10.2981 11.4091 -0.06
N -35.3653 -9.5307 11.8707 0.03
H -33.5866 -8.8402 9.3122 0.05
H -33.7592 -10.1880 8.3052 0.06
H -32.2043 -9.2381 8.3343 0.09
H -31.8749 -10.1818 10.6595 0.07
H -31.9656 -11.4630 9.5731 0.12
H -33.3170 -11.8445 11.7057 0.13
H -34.3720 -11.9555 10.3056 0.05
C -38.3529 -7.2889 9.0830 -0.13
C -36.8854 -7.4030 9.5221 -0.15
C -36.6534 -8.2043 10.7762 -0.15
C -37.3353 -7.6895 11.9403 -0.17
N -37.8512 -7.2223 12.8855 0.07
H -38.8512 -6.4814 9.6195 0.06
H -38.8963 -8.2063 9.3090 -0.02
H -38.4313 -6.9263 8.0580 -0.04
H -36.4832 -6.3978 9.6487 0.06
H -36.3086 -7.9702 8.7916 0.07
H -35.5855 -8.1927 10.9942 0.06
H -36.9463 -9.2502 10.6842 0.08
C -35.6859 -9.4823 7.3940 -0.07
C -35.3882 -8.0146 7.1344 -0.20
C -33.9043 -7.6015 7.3444 -0.22
C -32.9399 -8.2442 6.4601 -0.21
N -32.2082 -8.7695 5.7581 0.16
H -35.3910 -9.8837 8.3636 0.04
H -35.1721 -10.0650 6.6294 0.10
H -36.7358 -9.7205 7.2234 0.06
H -36.0543 -7.4090 7.7489 0.06
H -35.6959 -7.7177 6.1317 0.09
H -33.6678 -7.8514 8.3787 0.07
H -33.7884 -6.5211 7.2582 0.05
C -35.5492 -10.0454 15.6257 -0.07
C -36.1553 -10.1152 14.1969 -0.17
C -36.5567 -8.7820 13.5928 -0.31
C -35.5278 -7.7610 13.5307 -0.12
N -34.7009 -6.9314 13.5301 0.20
H -36.1924 -9.6236 16.3979 0.07
H -34.6669 -9.4141 15.7314 0.08
H -35.2381 -11.0668 15.8452 0.07
H -36.9577 -10.8528 14.2041 0.08
H -35.3212 -10.4714 13.5923 0.10
H -37.3311 -8.3982 14.2570 0.08
H -37.0059 -8.9161 12.6087 0.01
C -38.0462 -4.9001 4.1361 -0.07
C -38.2806 -4.8852 5.6598 -0.24
C -37.5767 -6.0122 6.3950 -0.22
C -36.1689 -5.9655 6.0174 -0.20
N -35.0515 -5.9334 5.7175 0.20
H -37.0225 -4.5975 3.9158 0.06
H -38.6724 -4.1881 3.5983 0.08
H -38.0636 -5.9066 3.7180 0.08
H -39.3456 -5.1047 5.7364 0.06
H -38.2190 -3.9175 6.1575 0.08
H -37.9983 -6.9424 6.0141 0.15
H -37.8394 -5.9981 7.4527 0.04
C -35.9601 -12.2145 9.1728 -0.08
C -37.3417 -12.7702 8.7882 -0.19
C -38.1203 -11.8412 7.8579 -0.15
C -38.4482 -10.5931 8.4155 -0.12
N -38.5917 -9.5176 8.8613 0.09
H -35.4520 -11.9656 8.2412 0.09
H -35.4067 -12.8947 9.8203 0.08
H -36.0845 -11.3276 9.7941 0.06
H -37.9655 -12.8273 9.6803 0.03
H -37.3466 -13.7521 8.3149 0.13
H -39.0375 -12.3388 7.5429 0.12
H -37.6113 -11.6058 6.9232 0.14
C -38.1432 -10.2043 12.0150 -0.14
C -38.4609 -11.4953 12.7351 -0.18
C -38.5910 -12.7417 11.8789 -0.10
C -39.4781 -12.5654 10.6971 -0.14
N -40.2023 -12.4461 9.8102 0.19
H -37.1460 -10.2597 11.5783 0.07
H -38.1967 -9.3894 12.7368 0.06
H -38.8209 -10.1031 11.1673 0.11
H -39.4168 -11.3248 13.2305 0.12
H -37.7763 -11.7492 13.5444 0.09
H -38.9160 -13.5998 12.4673 0.14
H -37.6286 -12.8801 11.3862 0.11
C -42.9101 -5.4933 8.1878 -0.10
C -42.5325 -5.4138 6.6835 -0.18
C -41.6805 -6.5860 6.1424 -0.12
C -40.3250 -6.6327 6.6716 -0.07
N -39.2981 -6.6869 7.1653 0.06
H -43.5512 -4.6446 8.4259 0.09
H -42.0505 -5.4667 8.8575 0.02
H -43.4224 -6.4366 8.3775 0.08
H -42.0350 -4.4451 6.6370 0.07
H -43.4009 -5.2873 6.0370 0.11
H -41.5584 -6.4996 5.0627 0.13
H -42.1165 -7.5484 6.4103 0.11
C -41.7771 -8.0228 8.6946 -0.10
C -40.5355 -8.9363 8.8863 -0.26
C -41.0345 -10.3814 9.1811 -0.20
C -41.4761 -11.0271 7.9413 -0.23
N -41.8160 -11.5421 6.9448 0.15
H -41.5401 -7.0179 8.3454 0.01
H -42.2953 -7.8454 9.6370 0.09
H -42.4371 -8.3782 7.9033 0.09
H -40.0096 -8.5378 9.7540 0.04
H -39.8016 -8.8486 8.0852 0.10
H -41.9338 -10.3004 9.7917 0.13
H -40.3225 -11.0389 9.6799 -0.01
C -31.6217 -7.7874 11.4347 -0.07
C -32.6137 -6.6610 11.8552 -0.19
C -34.0766 -6.9416 11.4269 -0.20
C -34.3404 -6.7118 10.0122 -0.05
N -34.4972 -6.4743 8.8780 -0.10
H -31.9641 -8.7636 11.7780 0.05
H -30.6276 -7.5766 11.8289 0.08
H -31.4978 -7.7429 10.3527 0.07
H -32.2828 -5.6691 11.5474 0.04
H -32.6264 -6.5781 12.9420 0.10
H -34.6860 -6.2879 12.0509 0.04
H -34.3591 -7.9832 11.5798 0.07
C -40.5158 -7.2109 10.9544 -0.20
C -41.1856 -8.3206 11.7679 -0.13
C -40.3925 -8.7735 13.0260 -0.17
C -40.2792 -7.7389 13.9682 -0.21
N -40.1617 -6.8867 14.7431 0.19
H -39.5976 -7.4870 10.4359 0.05
H -40.4133 -6.3396 11.6012 0.09
H -41.1915 -6.9070 10.1548 0.04
H -41.2280 -9.2286 11.1663 0.08
H -42.1930 -8.0474 12.0821 0.13
H -39.4798 -9.2463 12.6632 0.04
H -40.9000 -9.5367 13.6158 0.13
C -36.7712 -4.8659 15.0495 -0.10
C -37.6799 -6.0247 14.6703 -0.25
C -37.5434 -7.2430 15.6548 -0.19
C -37.6457 -6.9429 17.1416 -0.18
N -37.7597 -6.7441 18.2750 0.13
H -37.0239 -4.3096 15.9522 0.08
H -36.7926 -4.1203 14.2547 0.03
H -35.7610 -5.2294 15.2382 0.08
H -37.4461 -6.2975 13.6412 -0.05
H -38.7311 -5.7581 14.7800 0.07
H -36.5489 -7.6840 15.5882 0.07
H -38.1807 -8.0879 15.3942 0.09
```

---

Most stable to least stable, the ends of the list are version A and version B.